(1)
{"formula": "C6H14NS", "method": "ωB97M-V with the def2-TZVPD basis set", "symbols": ["C", "C", "C", "N", "C", "C", "C", "S", "H", "H", "H", "H", "H", "H", "H", "H", "H", "H", "H", "H", "H", "H"], "xyz": [[0.334, 1.070, -2.732], [0.558, -0.377, -2.415], [0.583, -0.789, -0.958], [-0.781, -0.751, -0.365], [-1.098, 0.237, 0.768], [-1.758, 1.553, 0.268], [0.217, 0.613, 1.598], [1.008, -0.914, 2.226], [-0.480, 1.552, -2.160], [-0.083, 1.109, -3.769], [1.146, 1.751, -2.762], [1.519, -0.733, -2.898], [-0.329, -0.852, -2.856], [1.080, -1.713, -0.653], [1.330, -0.171, -0.411], [-1.065, -1.656, 0.027], [-1.827, -0.365, 1.356], [-2.550, 1.386, -0.454], [-2.234, 1.928, 1.214], [-1.025, 2.182, -0.273], [0.143, 1.454, 2.307], [0.778, 1.121, 0.811]], "forces_ev_per_a": [[-2.00, 0.75, -1.24], [0.66, -1.27, -0.30], [0.19, 0.70, 1.63], [-0.14, 0.81, 0.83], [0.86, -0.22, -0.42], [-0.04, -0.91, 0.78], [-0.95, -0.77, -1.02], [0.05, 0.57, 0.30], [0.42, -0.46, 0.15], [0.38, 0.04, 0.44], [1.19, 0.39, 0.42], [-1.09, 0.25, 0.20], [0.51, -0.52, -0.12], [-0.42, -0.60, -0.95], [-0.82, 0.29, -0.23], [0.83, 0.53, -0.41], [0.47, 0.77, 0.03], [-0.31, -0.34, -0.10], [0.64, 0.63, -1.04], [-0.29, 0.13, 0.94], [-0.74, -0.59, 0.26], [0.62, -0.15, -0.16]], "de_lowest_kj_mol": 103.5, "gap_ev": 6.3, "mol_weight_g_mol": 132.252, "energy_ha": -689.93589, "total_charge": -1}

***

(2)
{"formula": "CBrN3O2", "method": "ωB97M-V with the def2-TZVPD basis set", "symbols": ["N", "C", "O", "N", "O", "N", "Br"], "xyz": [[3.075, -0.008, 0.093], [1.973, -0.305, -0.060], [0.812, -0.747, -0.012], [-0.625, 0.164, -0.048], [-0.443, 1.302, -0.018], [-1.579, -0.586, 0.011], [-3.214, 0.181, 0.035]], "forces_ev_per_a": [[1.05, 0.42, -0.38], [-0.01, 1.21, 0.69], [-2.97, -2.35, -0.31], [0.04, -0.23, 0.46], [0.86, 2.51, -0.23], [1.65, -2.20, -0.25], [-0.61, 0.63, 0.02]], "de_lowest_kj_mol": 84.8, "gap_ev": 8.4, "mol_weight_g_mol": 165.934, "energy_ha": -2926.64028}

***

(3)
{"formula": "C8H20BO4PS", "method": "ωB97M-V with the def2-TZVPD basis set", "symbols": ["C", "C", "O", "C", "C", "B", "P", "S", "H", "H", "H", "H", "H", "H", "H", "H", "H", "H", "H", "H", "C", "C", "O", "C", "O", "O", "C", "H", "H", "H", "H", "H", "H", "H", "H"], "xyz": [[2.518, 1.624, -0.936], [1.272, 0.789, -0.681], [1.209, 0.206, 0.606], [2.208, -0.756, 0.884], [3.128, -0.264, 2.000], [2.568, -0.329, 3.434], [3.698, 0.232, 4.883], [3.946, 2.169, 4.682], [2.426, 2.133, -1.902], [2.631, 2.382, -0.154], [3.436, 1.025, -0.976], [0.383, 1.423, -0.750], [1.176, 0.003, -1.448], [1.694, -1.687, 1.161], [2.792, -0.965, -0.024], [4.111, -0.758, 1.933], [3.343, 0.804, 1.824], [1.441, -0.623, 3.677], [4.857, -0.562, 4.889], [3.127, -0.174, 6.096], [-2.673, -1.571, 0.023], [-2.334, -0.216, -0.556], [-2.420, -0.212, -1.996], [-3.648, -0.099, -2.492], [-4.659, 0.073, -1.861], [-3.560, -0.086, -3.822], [-4.809, 0.104, -4.495], [-2.040, -2.341, -0.420], [-2.494, -1.557, 1.098], [-3.718, -1.821, -0.152], [-1.300, 0.046, -0.353], [-2.987, 0.559, -0.159], [-5.306, 1.002, -4.133], [-5.462, -0.753, -4.334], [-4.555, 0.199, -5.545]], "forces_ev_per_a": [[0.07, 0.10, 0.02], [0.01, -0.02, -0.34], [-0.11, 0.07, 0.22], [0.00, -0.14, -0.28], [0.21, -0.01, -0.26], [-0.14, -0.01, 0.07], [-0.05, 0.25, -0.03], [-0.04, -0.11, 0.00], [0.00, -0.06, 0.15], [0.00, -0.07, -0.11], [-0.19, 0.04, 0.07], [0.12, -0.05, -0.02], [0.01, 0.12, 0.08], [0.15, 0.09, 0.03], [-0.09, 0.00, 0.14], [-0.12, 0.07, 0.06], [0.06, -0.18, 0.02], [0.00, 0.07, 0.05], [0.13, -0.05, -0.02], [-0.04, -0.07, 0.11], [0.02, -0.01, -0.05], [0.01, 0.01, 0.09], [0.02, -0.25, 0.02], [0.08, 0.79, -0.01], [-0.10, -0.30, 0.05], [-0.01, -0.21, -0.05], [0.02, -0.03, 0.00], [0.00, -0.01, 0.01], [-0.01, -0.01, 0.01], [0.00, 0.00, 0.00], [0.02, -0.02, 0.04], [-0.02, 0.00, -0.04], [0.01, 0.01, -0.01], [-0.01, 0.00, -0.01], [-0.04, 0.00, -0.01]], "gap_ev": 8.1, "mol_weight_g_mol": 254.097, "energy_ha": -1382.13389}

***

(4)
{"formula": "C7H12BrN2", "method": "ωB97M-V with the def2-TZVPD basis set", "symbols": ["C", "C", "C", "C", "C", "C", "C", "N", "N", "Br", "H", "H", "H", "H", "H", "H", "H", "H", "H", "H", "H", "H"], "xyz": [[1.162, -1.007, -1.739], [0.953, -1.127, -0.394], [-0.224, 0.971, -1.980], [0.371, -0.283, -2.717], [-0.340, -0.652, 0.183], [0.898, 0.604, 1.877], [-1.618, 0.461, 1.865], [-0.526, 1.159, -0.813], [-0.338, -0.231, 1.641], [-2.043, -1.381, -0.507], [2.166, -1.060, -2.067], [1.763, -1.493, 0.209], [-0.104, 1.742, -2.675], [0.918, 0.038, -3.714], [-0.472, -0.753, -3.145], [0.741, 1.094, 2.832], [1.840, 0.148, 1.976], [0.987, 1.085, 0.952], [-2.473, -0.218, 2.042], [-1.491, 0.886, 2.941], [-1.850, 1.131, 0.984], [-0.323, -1.114, 2.250]], "forces_ev_per_a": [[0.45, 0.46, 1.10], [-1.96, 0.18, -1.12], [1.49, -1.53, -1.02], [0.36, 1.23, -0.95], [0.64, 1.34, -2.73], [-1.37, -0.02, 1.05], [-1.07, 1.55, 2.68], [-0.26, -1.64, 2.51], [0.27, -3.18, -1.03], [1.25, -0.06, 0.77], [1.05, -0.92, -0.04], [0.08, 0.01, 0.42], [-0.62, 1.89, -0.78], [-0.55, -0.45, 2.39], [-1.30, -0.94, -0.06], [-0.14, 0.87, -0.47], [0.74, -1.92, 0.19], [-0.04, 2.09, -0.70], [0.78, -0.16, -0.60], [-0.35, 0.24, -2.17], [0.52, -0.39, 1.58], [0.02, 1.35, -1.01]], "de_lowest_kj_mol": 337.7, "gap_ev": [9.3, 9.3], "mol_weight_g_mol": 204.091, "energy_ha": -2957.04344, "total_charge": 1}

***

(5)
{"formula": "C39H34BF4N6O3SSr", "method": "ωB97M-V with the def2-TZVPD basis set", "symbols": ["Sr", "O", "S", "O", "N", "C", "C", "C", "C", "C", "C", "C", "C", "N", "C", "C", "C", "C", "C", "C", "C", "H", "H", "H", "H", "H", "H", "H", "H", "H", "H", "H", "C", "O", "C", "C", "C", "C", "C", "C", "C", "N", "C", "C", "N", "C", "C", "C", "C", "N", "C", "C", "N", "C", "C", "C", "C", "H", "H", "H", "H", "H", "H", "H", "H", "H", "H", "H", "H", "H", "H", "F", "B", "F", "F", "F", "C", "C", "C", "C", "H", "H", "H", "H", "H", "H", "H", "H", "H"], "xyz": [[0.696, -0.057, -0.155], [1.685, 0.824, 2.647], [-0.407, 2.298, 2.973], [-1.346, 2.664, 4.018], [-0.898, 1.885, 1.575], [-1.731, 2.705, 0.811], [-2.140, 3.970, 1.162], [-3.005, 4.723, 0.342], [-3.488, 4.211, -0.823], [-3.112, 2.904, -1.213], [-3.603, 2.308, -2.397], [-3.217, 1.049, -2.736], [-2.305, 0.386, -1.894], [-1.831, 0.897, -0.786], [-2.230, 2.150, -0.417], [0.765, 3.615, 2.859], [0.903, 4.463, 3.950], [1.830, 5.492, 3.879], [2.592, 5.661, 2.731], [2.436, 4.810, 1.645], [1.520, 3.772, 1.703], [-1.807, 4.398, 2.098], [-3.286, 5.720, 0.656], [-4.156, 4.781, -1.456], [-4.281, 2.874, -3.026], [-3.562, 0.566, -3.639], [-1.933, -0.594, -2.176], [0.286, 4.314, 4.824], [1.955, 6.163, 4.720], [3.312, 6.468, 2.680], [3.025, 4.949, 0.749], [1.384, 3.107, 0.862], [5.080, -4.756, 12.909], [5.347, -5.515, 11.748], [4.969, -4.979, 10.550], [4.261, -3.790, 10.411], [3.919, -3.339, 9.143], [4.268, -4.052, 8.004], [4.977, -5.243, 8.164], [5.325, -5.706, 9.417], [3.879, -3.529, 6.686], [3.283, -2.377, 6.491], [3.089, -2.284, 5.123], [3.576, -3.410, 4.510], [4.099, -4.199, 5.521], [3.505, -3.606, 3.104], [3.976, -4.728, 2.408], [3.836, -4.784, 1.045], [3.224, -3.707, 0.390], [2.788, -2.640, 1.024], [2.918, -2.567, 2.360], [2.405, -1.329, 3.004], [1.966, -0.462, 2.092], [0.527, 0.821, 3.448], [0.875, 0.703, 4.883], [1.793, -0.209, 5.232], [2.447, -1.213, 4.408], [5.523, -5.301, 13.738], [4.005, -4.652, 13.079], [5.531, -3.762, 12.848], [3.964, -3.212, 11.273], [3.367, -2.417, 9.020], [5.273, -5.828, 7.302], [5.875, -6.629, 9.542], [4.478, -5.122, 5.426], [4.436, -5.550, 2.947], [4.185, -5.637, 0.477], [3.075, -3.717, -0.684], [-0.189, 0.069, 3.098], [0.384, 1.335, 5.612], [2.027, -0.299, 6.287], [2.703, 1.587, -3.260], [1.641, 2.003, -2.496], [1.431, 3.367, -2.550], [0.465, 1.288, -2.796], [1.928, 1.654, -1.087], [-1.215, -2.865, -2.876], [0.129, -2.185, -3.143], [0.847, -2.949, -4.264], [0.931, -2.063, -1.848], [-1.890, -2.811, -3.737], [-1.717, -2.422, -2.012], [-1.058, -3.923, -2.642], [-0.071, -1.177, -3.536], [1.128, -3.945, -3.904], [1.761, -2.428, -4.554], [0.227, -3.071, -5.161], [1.979, -1.810, -2.099], [0.970, -3.057, -1.370]], "forces_ev_per_a": [[-0.15, -0.64, 0.39], [-0.01, 0.00, -0.07], [-0.11, 0.16, 0.23], [-0.07, -0.07, 0.03], [0.09, -0.26, -0.24], [-0.08, -0.10, 0.01], [-0.01, 0.14, 0.05], [0.04, 0.01, 0.05], [-0.01, -0.03, -0.02], [-0.09, 0.06, -0.07], [-0.03, 0.03, -0.03], [0.03, 0.07, 0.03], [0.14, -0.10, -0.08], [0.08, 0.11, 0.11], [0.14, -0.17, 0.00], [0.17, 0.06, -0.07], [0.08, 0.01, -0.07], [-0.03, -0.02, 0.03], [0.01, 0.01, -0.03], [0.02, 0.01, 0.01], [-0.09, 0.02, 0.09], [-0.02, 0.03, -0.01], [0.01, 0.00, 0.02], [-0.01, 0.00, -0.01], [-0.01, 0.01, 0.01], [0.00, -0.01, -0.01], [-0.02, 0.17, 0.06], [-0.01, 0.00, 0.01], [0.00, 0.00, 0.00], [0.00, 0.00, 0.00], [0.00, -0.01, -0.02], [0.04, 0.01, -0.02], [-0.03, -0.02, -0.01], [0.04, 0.04, -0.03], [-0.04, -0.01, 0.06], [0.01, -0.02, -0.05], [0.00, 0.00, 0.07], [-0.02, 0.05, -0.10], [0.02, -0.04, 0.00], [-0.03, 0.03, -0.01], [0.06, -0.05, 0.13], [0.00, -0.03, -0.10], [-0.14, 0.18, 0.08], [0.15, -0.11, -0.19], [-0.08, 0.00, -0.02], [0.07, -0.02, 0.15], [-0.03, -0.04, 0.04], [-0.02, 0.01, -0.06], [0.02, -0.03, 0.03], [-0.03, -0.01, 0.01], [-0.16, 0.14, -0.04], [0.15, -0.07, -0.20], [-0.25, 0.06, -0.22], [-0.17, 0.04, -0.09], [-0.08, 0.17, 0.08], [-0.06, -0.12, -0.03], [0.02, 0.10, 0.16], [-0.01, -0.01, 0.00], [0.00, 0.01, 0.00], [0.01, 0.00, 0.00], [0.00, 0.01, 0.01], [0.00, 0.00, 0.00], [0.01, 0.01, 0.00], [0.01, -0.01, 0.00], [0.01, 0.01, 0.00], [0.02, 0.01, -0.01], [0.00, 0.00, 0.00], [0.00, 0.00, -0.01], [0.16, -0.19, 0.07], [0.05, 0.02, 0.00], [0.00, 0.00, -0.01], [0.05, 0.01, -0.07], [-0.06, -0.01, 0.03], [-0.02, 0.06, 0.01], [0.01, 0.01, 0.10], [0.42, 0.58, -0.16], [-0.01, -0.05, 0.02], [-0.03, -0.02, -0.03], [0.06, 0.01, 0.01], [-0.23, -0.01, 0.02], [0.01, -0.02, -0.02], [0.03, -0.16, -0.01], [0.01, 0.00, 0.02], [-0.03, 0.01, 0.00], [0.00, -0.01, -0.02], [0.01, -0.02, 0.02], [-0.02, 0.02, 0.00], [0.01, -0.02, 0.00], [0.02, -0.02, -0.02]], "gap_ev": 5.7, "mol_weight_g_mol": 841.231, "energy_ha": -2914.34024, "total_charge": -1}

***

(6)
{"formula": "C3H12N2OS", "method": "ωB97M-V with the def2-TZVPD basis set", "symbols": ["C", "C", "C", "N", "N", "O", "S", "H", "H", "H", "H", "H", "H", "H", "H", "H", "H", "H", "H"], "xyz": [[-2.258, 0.695, 0.409], [-0.849, 0.354, 0.712], [3.171, 0.198, -0.306], [-2.683, -0.024, -0.827], [2.939, -1.024, -0.526], [2.118, 0.928, -0.117], [-0.377, -1.378, 0.424], [-2.928, 0.277, 1.269], [-2.213, 1.811, 0.223], [-0.667, 0.388, 1.831], [4.259, 0.535, -0.282], [-1.804, -0.089, -1.408], [-3.490, 0.431, -1.190], [-2.892, -0.957, -0.534], [-0.431, -1.938, 1.675], [-0.150, 1.007, 0.268], [2.076, -1.497, -0.742], [2.392, 1.848, -0.049], [3.787, -1.566, -0.829]], "forces_ev_per_a": [[-0.97, 0.46, 1.76], [0.86, -1.63, 3.33], [0.42, 0.52, 0.18], [2.25, 0.43, 0.44], [3.11, -2.91, -1.68], [0.73, 1.00, 0.01], [0.18, -0.82, -0.15], [0.89, 1.49, -1.63], [-1.10, -1.27, 0.39], [-0.36, 0.72, -1.27], [-1.65, 0.02, 0.10], [-1.78, 0.20, -0.25], [-0.72, 0.32, -1.20], [-0.37, -1.08, -0.13], [-0.13, 0.60, -0.59], [0.72, 0.53, -0.70], [-0.74, 0.39, 0.44], [-0.19, 0.64, 0.23], [-1.16, 0.39, 0.70]], "de_lowest_kj_mol": 73.4, "gap_ev": 10.1, "mol_weight_g_mol": 124.209, "energy_ha": -703.80012, "total_charge": 2}